Molecular formula: C2H5O3
Method: DFT, the ωB97M-V functional and the def2-TZVPD basis

frontier orbital gap = 8.93 eV
total charge = -1
energy above the lowest of the compared OMol25 structures with the same formula, charge and spin = 0.873 eV
total energy = -8298.8041 eV

Structure (XYZ):
```
10
C2H5O3 the ωB97M-V functional and the def2-TZVPD basis
C 1.229 0.844 0.828
O 0.047 1.295 0.243
H 1.036 0.452 1.839
H 1.958 1.654 0.955
H 1.708 0.054 0.238
O -1.310 -2.091 -0.025
C -1.422 -1.243 -0.908
O -0.525 -0.539 -1.445
H -2.462 -1.043 -1.292
H -0.257 0.616 -0.433
```

***

Molecular formula: C2H5O3
Method: DFT, the ωB97M-V functional and the def2-TZVPD basis

frontier orbital gap = 8.10 eV
total charge = -1
energy above the lowest of the compared OMol25 structures with the same formula, charge and spin = 0.817 eV
total energy = -8298.8600 eV

Structure (XYZ):
```
10
C2H5O3 the ωB97M-V functional and the def2-TZVPD basis
O 0.260 0.857 -0.413
C -0.489 -0.042 -0.766
O -1.685 -0.163 -1.050
C 0.211 -1.514 -0.496
H 0.202 -1.701 0.602
H -0.482 -2.099 -0.981
H 1.255 -1.385 -0.826
H 1.187 1.050 1.183
H 0.580 0.428 2.473
O 1.290 0.936 2.104
```

***

Molecular formula: C2H5O3P
Method: DFT, the ωB97M-V functional and the def2-TZVPD basis

frontier orbital gap (alpha / beta) = 10.00 / 8.49 eV
multiplicity = 3
total charge = 0
energy above the lowest of the compared OMol25 structures with the same formula, charge and spin = 0.000 eV
total energy = -17583.1707 eV

Structure (XYZ):
```
11
C2H5O3P the ωB97M-V functional and the def2-TZVPD basis
C 1.347 1.380 -0.549
C -2.560 -0.981 0.323
O 2.219 -1.461 0.845
O 1.113 0.882 0.742
O 1.506 0.126 -1.168
P 1.136 -0.729 0.201
H 0.469 1.969 -0.839
H 2.385 1.860 -0.402
H -1.772 -1.176 -0.437
H -2.849 -1.823 0.949
H -2.993 -0.048 0.336
```

***

Molecular formula: C2H5O3Pb
Method: DFT, the ωB97M-V functional and the def2-TZVPD basis

frontier orbital gap (alpha / beta) = 8.08 / 8.08 eV
total charge = +1
energy above the lowest of the compared OMol25 structures with the same formula, charge and spin = 0.000 eV
total energy = -13531.7178 eV

Structure (XYZ):
```
11
C2H5O3Pb the ωB97M-V functional and the def2-TZVPD basis
H -1.091 0.498 2.054
O 0.744 0.959 1.269
O 1.348 -0.246 1.752
C -0.600 0.903 1.159
H -0.966 1.914 0.943
Pb 2.283 -0.337 -0.047
O 0.968 -0.847 -1.534
C -0.307 -0.793 -1.664
H -0.695 -0.597 -2.680
H -0.845 -1.619 -1.166
H -0.840 0.165 -0.086
```

***

Molecular formula: C2H5O4Tl
Method: DFT, the ωB97M-V functional and the def2-TZVPD basis

frontier orbital gap = 4.27 eV
total charge = 0
energy above the lowest of the compared OMol25 structures with the same formula, charge and spin = 2.619 eV
total energy = -15030.8318 eV

Structure (XYZ):
```
12
C2H5O4Tl the ωB97M-V functional and the def2-TZVPD basis
Tl 0.411 -11.870 -20.670
C 2.538 -7.765 -19.280
C 1.680 -8.764 -20.041
O 0.462 -8.744 -19.796
O 2.275 -9.666 -20.693
H 2.000 -7.500 -18.371
H 2.566 -6.808 -19.808
H 3.577 -7.945 -19.016
O -0.744 -10.883 -18.216
H -1.453 -11.548 -18.195
O 2.585 -13.014 -22.054
H 3.151 -12.587 -21.390
```

***

Molecular formula: C2H5O5P
Method: DFT, the ωB97M-V functional and the def2-TZVPD basis

SMILES = C[C@]([O-])(O)[P@](=O)([O-])O
frontier orbital gap = 6.94 eV
total charge = -2
energy above the lowest of the compared OMol25 structures with the same formula, charge and spin = 1.851 eV
total energy = -21681.3526 eV

Structure (XYZ):
```
13
C2H5O5P the ωB97M-V functional and the def2-TZVPD basis
C -0.323 1.270 -0.976
C 0.257 0.389 0.205
O 0.412 0.921 1.360
O 1.653 0.165 -0.423
P -0.658 -1.223 0.142
O -0.393 -2.213 -0.932
O -2.144 -0.925 0.176
O 0.139 -1.634 1.946
H 0.142 2.239 -0.822
H -1.403 1.353 -0.877
H 0.145 0.830 -1.917
H 1.973 -0.606 0.102
H 0.201 -0.565 2.017
```